112
Properties=species:S:1:pos:R:3:forces:R:3 method="wB97M-V/def2-TZVPD" e_tot_ha=-2004.8636 max_force_ev_per_a=13.475 gap_ev=9.15
N -0.179661 -3.035902 -3.404277 1.22 1.44 2.50
C -1.461661 -3.330902 -3.546277 -2.00 -2.26 4.74
N -1.663661 -3.833902 -4.735277 -3.53 -0.98 -1.22
O -2.357661 -3.485902 -2.495277 4.17 1.78 -4.65
H 0.117339 -2.691902 -2.483277 0.16 0.15 -1.02
H 0.508339 -2.985902 -4.147277 -0.40 0.35 0.15
H -1.089661 -3.727902 -5.523277 0.95 0.37 -0.67
H -2.621661 -4.051902 -4.931277 -0.24 -0.21 -0.20
N 3.017339 0.927098 -1.705277 3.21 0.88 -2.17
C 2.010339 0.140098 -2.055277 1.10 -3.43 -5.58
N 1.138339 0.082098 -1.108277 -4.36 -2.28 0.93
O 2.004339 -0.603902 -3.266277 -0.21 3.59 5.96
H 3.786339 1.020098 -2.410277 -1.25 0.18 1.26
H 2.867339 1.603098 -0.975277 0.31 -0.03 -0.09
H 0.345339 -0.588902 -1.209277 0.99 0.77 -0.40
H 1.071339 0.570098 -0.218277 0.96 0.48 -0.60
C -1.969661 3.426098 -2.524277 -0.06 0.21 2.43
C -2.585661 4.754098 -2.057277 -6.94 -6.91 -6.28
C -3.880661 4.485098 -1.333277 -1.80 3.08 -1.42
O -1.851661 5.422098 -1.365277 8.84 7.51 6.86
H -1.789661 2.871098 -1.528277 0.14 0.53 -1.72
H -1.044661 3.759098 -2.988277 0.16 -0.95 -0.47
H -2.672661 2.845098 -3.099277 0.19 -0.13 -0.59
H -2.842661 5.305098 -2.944277 -0.68 0.26 -1.13
H -4.633661 4.402098 -2.157277 0.20 -0.59 0.99
H -4.139661 5.488098 -0.856277 0.11 -1.35 -0.17
H -3.916661 3.706098 -0.620277 0.12 -0.93 0.64
H -1.184661 5.926098 -1.884277 -0.58 -0.60 0.73
C 0.589339 4.264098 1.326723 -1.59 1.97 1.12
C 0.315339 3.154098 0.332723 -2.82 6.69 -2.25
C 0.985339 3.464098 -1.028277 -2.12 0.05 0.72
O 0.929339 2.176098 0.768723 4.64 -10.09 4.78
H 1.587339 4.620098 1.516723 0.95 -0.46 -0.73
H 0.256339 4.055098 2.368723 -0.22 -0.38 -0.71
H 0.049339 5.152098 1.042723 -0.44 0.60 -0.08
H -0.794661 2.901098 0.365723 0.66 1.08 -1.00
H 0.514339 4.397098 -1.236277 0.22 0.95 -1.04
H 0.627339 2.717098 -1.742277 0.59 0.15 -0.10
H 2.068339 3.550098 -0.914277 -0.28 -0.05 -0.01
H 0.542339 1.910098 1.637723 0.67 -0.15 -0.34
C -0.886661 -2.482902 4.733723 -0.59 2.99 -0.39
C 0.449339 -1.949902 4.262723 -5.13 5.75 3.04
C 1.249339 -1.308902 5.357723 1.73 0.73 0.15
O 1.141339 -2.867902 3.817723 6.58 -7.48 -5.47
H -0.808661 -2.936902 5.660723 0.12 -1.11 1.90
H -1.344661 -3.124902 4.037723 -0.33 -0.94 -1.02
H -1.554661 -1.597902 4.831723 0.13 -0.55 0.20
H 0.233339 -1.275902 3.450723 -0.36 1.29 -0.03
H 2.214339 -0.839902 4.948723 -1.10 -1.07 0.59
H 1.419339 -2.046902 6.148723 0.54 -0.17 -0.38
H 0.812339 -0.531902 5.885723 -1.39 1.88 0.87
H 1.844339 -2.436902 3.248723 -0.50 -1.50 0.98
C 5.431339 -0.933902 2.180723 0.35 -0.35 0.96
C 4.013339 -0.935902 2.703723 1.08 6.69 -4.96
C 3.082339 -0.478902 1.607723 -1.40 0.12 0.06
O 3.561339 -2.028902 3.126723 -0.36 -7.89 3.80
H 5.721339 -0.016902 1.750723 -0.06 1.45 -0.53
H 5.653339 -1.662902 1.414723 -0.16 -0.64 0.10
H 6.072339 -1.004902 3.050723 0.63 -0.59 0.11
H 3.914339 -0.239902 3.490723 0.38 1.81 1.06
H 3.227339 -0.983902 0.661723 0.36 0.12 -0.23
H 3.125339 0.584098 1.536723 0.31 0.89 -0.62
H 2.015339 -0.657902 1.855723 0.45 -0.16 0.23
H 4.200339 -2.225902 3.848723 -1.14 -1.12 -0.21
C -0.686661 -1.216902 1.179723 -1.74 2.53 0.23
C -1.592661 -1.288902 -0.056277 -3.32 3.06 7.99
C -2.286661 0.024098 -0.317277 -0.43 0.26 2.53
O -0.875661 -1.634902 -1.005277 4.20 -3.89 -8.24
H -0.195661 -0.215902 1.140723 -0.04 -0.81 0.42
H 0.006339 -1.999902 1.228723 0.96 -1.11 -0.06
H -1.331661 -1.244902 2.051723 0.10 0.15 0.39
H -2.325661 -2.005902 0.164723 -1.44 -1.31 0.37
H -2.905661 0.349098 0.565723 0.45 -0.29 -0.94
H -2.866661 -0.052902 -1.180277 -1.21 -0.04 -1.38
H -1.532661 0.752098 -0.485277 0.72 0.97 -0.20
H -1.420661 -2.275902 -1.510277 0.08 -0.25 -0.77
C 2.000339 -3.385902 0.019723 0.51 -0.36 1.47
C 2.000339 -4.493902 -1.030277 -3.20 -1.70 4.96
C 0.684339 -5.251902 -0.848277 0.80 -1.57 3.29
O 2.032339 -4.266902 -2.283277 -0.86 3.06 -8.85
H 1.672339 -2.400902 -0.338277 0.18 -0.36 -0.02
H 3.018339 -3.340902 0.482723 -0.77 0.42 -0.37
H 1.306339 -3.743902 0.854723 0.93 0.79 -0.96
H 2.815339 -5.127902 -0.978277 1.89 -1.59 1.89
H -0.157661 -4.632902 -1.019277 -0.89 0.91 0.01
H 0.597339 -5.751902 0.164723 -0.10 0.87 -0.79
H 0.616339 -6.072902 -1.492277 0.06 -1.23 -1.44
H 1.127339 -4.283902 -2.725277 1.86 0.10 1.05
C -2.504661 -0.683902 -6.013277 1.09 -0.81 0.57
C -2.189661 0.522098 -5.112277 -4.52 -6.25 4.45
C -1.392661 0.197098 -3.870277 0.86 0.63 0.82
O -1.528661 1.385098 -5.689277 3.63 8.45 -5.52
H -3.113661 -0.379902 -6.873277 0.18 -0.12 0.20
H -3.065661 -1.339902 -5.333277 0.09 -0.44 -0.70
H -1.519661 -1.183902 -6.377277 -1.58 0.66 0.57
H -3.185661 0.875098 -4.850277 -0.27 0.48 0.35
H -1.084661 1.122098 -3.284277 -0.74 -0.95 -0.88
H -0.426661 -0.249902 -4.131277 -0.09 -0.22 -0.07
H -1.921661 -0.433902 -3.225277 -0.60 -1.20 1.22
H -0.811661 0.930098 -6.065277 2.03 -0.20 -1.07
C -0.860661 2.722098 4.939723 -1.12 2.09 3.58
C -1.026661 1.692098 3.964723 -7.75 0.10 2.26
C -2.142661 2.141098 2.994723 -0.63 -0.21 1.52
O 0.046339 1.400098 3.351723 5.05 -1.53 -5.03
H -0.577661 3.690098 4.570723 0.11 0.53 -0.55
H -0.101661 2.423098 5.639723 0.60 -0.07 0.69
H -1.809661 2.871098 5.561723 1.26 -0.22 -0.86
H -1.346661 0.792098 4.540723 -0.55 0.20 -0.29
H -3.011661 2.718098 3.385723 0.87 -0.42 0.46
H -2.563661 1.262098 2.617723 -0.66 -1.24 -1.27
H -1.736661 2.755098 2.249723 0.71 0.71 -1.32
H 0.739339 1.567098 3.945723 2.09 0.03 0.91